(1)
Here is a cluster of 9 separate species, C14H46N6O9 in total at a distorted geometry from OMol25. Energies are from wB97M-V/def2-TZVPD.

Each line ends with the Mulliken charge.
Positions of all 75 atoms, in Å:
N: 7.74700 -9.88200 -16.38000  -0.18
C: 8.13800 -9.55000 -17.57700  0.39
N: 8.85800 -10.51600 -18.13800  0.12
O: 7.50500 -8.50600 -18.24000  -0.78
H: 7.11700 -9.22800 -15.90000  0.26
H: 8.00900 -10.71800 -15.86200  0.12
H: 9.17400 -10.26000 -19.08800  0.36
H: 9.54000 -11.11800 -17.59000  -0.06
N: 13.09100 -10.00300 -17.23300  0.09
C: 13.47300 -9.88800 -18.48000  0.53
N: 14.53200 -9.13600 -18.59300  -0.37
O: 12.85400 -10.59600 -19.51600  -0.86
H: 12.39900 -10.73700 -17.05200  -0.37
H: 13.54200 -9.76300 -16.32900  0.33
H: 15.04400 -9.17300 -19.47600  0.28
H: 14.97300 -8.56000 -17.84500  0.22
N: 10.41700 -12.95300 -14.98900  -0.12
C: 11.19000 -11.94400 -15.22500  0.31
N: 12.34200 -11.96200 -14.64200  -0.06
O: 10.85900 -10.83000 -16.01300  -0.76
H: 9.44800 -12.82900 -15.18300  0.26
H: 10.63100 -13.81800 -14.51500  0.14
H: 12.97100 -11.14500 -14.72400  0.19
H: 12.73000 -12.77400 -14.22200  0.13
C: 8.04300 -15.50800 -18.11700  -1.81
C: 8.55000 -14.08400 -17.91700  1.30
O: 7.42700 -13.28700 -17.64400  -0.66
H: 7.27300 -15.46600 -18.82200  0.47
H: 7.78700 -16.01000 -17.23000  0.40
H: 8.73500 -16.23200 -18.53400  0.44
H: 9.04000 -13.87300 -18.86700  0.10
H: 9.30500 -14.05000 -17.17500  -0.61
H: 7.80700 -12.39500 -17.46700  0.26
C: 15.96200 -11.65300 -16.30300  -0.21
C: 16.72900 -11.92900 -15.04400  -0.32
O: 16.18700 -11.08400 -14.08300  -0.49
H: 16.01900 -10.60700 -16.57000  0.23
H: 14.98600 -12.04500 -16.33600  -0.38
H: 16.51700 -12.19900 -17.06100  0.38
H: 17.81800 -11.74200 -15.12900  0.40
H: 16.60100 -13.00000 -14.80000  0.12
H: 16.81700 -10.43800 -13.93600  0.29
C: 10.86500 -8.39500 -21.70100  -1.27
C: 10.43600 -8.69200 -20.28200  0.10
O: 10.24800 -10.07400 -20.36100  -0.73
H: 10.89900 -7.31200 -21.89000  0.42
H: 10.16300 -8.74400 -22.47200  0.27
H: 11.87200 -8.76800 -21.92800  0.29
H: 9.47300 -8.17700 -20.01100  0.37
H: 11.23200 -8.47800 -19.58000  -0.01
H: 11.14300 -10.44700 -20.35000  0.35
C: 10.72700 -17.24000 -16.41100  -0.14
C: 9.76700 -18.08600 -15.59900  -0.36
O: 10.04900 -19.44500 -15.36900  -0.53
H: 11.64800 -17.09600 -15.78400  0.03
H: 10.35900 -16.19400 -16.68100  -0.23
H: 10.92200 -17.67300 -17.36800  0.44
H: 8.69600 -18.05400 -15.98300  0.22
H: 9.72100 -17.55200 -14.62200  0.23
H: 9.66800 -19.65000 -14.51100  0.33
C: 13.66600 -14.92500 -15.08900  -0.24
C: 14.00700 -14.93300 -13.60100  -0.45
O: 13.74200 -13.63600 -13.17000  -0.62
H: 13.67600 -15.99100 -15.53600  0.46
H: 14.37700 -14.27500 -15.66400  0.09
H: 12.65300 -14.50600 -15.31100  -0.45
H: 15.10500 -15.07600 -13.55300  0.39
H: 13.43800 -15.65800 -13.08900  0.31
H: 14.42800 -13.46200 -12.47600  0.33
C: 12.23600 -13.45700 -18.03600  0.05
O: 11.20700 -12.56000 -18.41500  0.02
H: 12.55800 -14.05100 -18.94300  0.44
H: 11.83400 -14.16300 -17.28800  -0.34
H: 13.15400 -12.96900 -17.69200  -0.05
H: 11.65700 -11.93300 -18.98500  0.18

Output
Multiplicity ... 1
Orbital gap ... 0.28923 Eh
SMILES ... NC(N)=O.NC(N)=O.NC(N)=O.CCO.CCO.CCO.CCO.CCO.CO
ΔE to the lowest compared entry with this formula, charge and spin ... 43.8 kcal per mole
Strongest force on any atom ... 8.1 eV/Å


(2)
Here is a cluster of 9 separate species, C14H46O9 in total at a distorted geometry from OMol25. Energies are from wB97M-V/def2-TZVPD.

Each line ends with the natural charge from an NBO analysis.
Positions of all 69 atoms, in Å:
C: 5.50819 1.20955 2.05413  -0.63
C: 4.23314 0.43832 1.78737  -0.06
O: 3.37382 1.08468 0.86305  -0.77
H: 6.08722 1.41959 1.15612  0.22
H: 6.17468 0.63317 2.70513  0.21
H: 5.32240 2.13369 2.60413  0.21
H: 3.66767 0.22468 2.70108  0.15
H: 4.47437 -0.54601 1.36654  0.15
H: 2.51250 1.29001 1.26984  0.51
C: -0.29794 -4.79945 -0.52574  -0.63
C: -0.28488 -3.28463 -0.62043  -0.07
O: -1.59136 -2.72980 -0.39511  -0.76
H: 0.72793 -5.16930 -0.51455  0.21
H: -0.88739 -5.21962 -1.34156  0.21
H: -0.78896 -5.17977 0.37422  0.20
H: 0.02130 -2.96462 -1.61696  0.18
H: 0.45730 -2.85948 0.06307  0.16
H: -1.70573 -2.82944 0.56971  0.50
C: -0.68258 0.08429 -5.09084  -0.64
C: 0.08111 0.72916 -3.94993  -0.06
O: -0.70082 1.48204 -3.03386  -0.75
H: -1.62098 -0.33474 -4.71578  0.20
H: -0.10498 -0.72471 -5.53972  0.21
H: -0.93783 0.78152 -5.88975  0.21
H: 0.83267 1.42319 -4.33738  0.17
H: 0.64455 -0.01558 -3.36923  0.15
H: -1.27707 0.85721 -2.55713  0.49
C: -4.59045 -0.29443 -0.60633  -0.64
C: -3.57907 0.03297 -1.69231  -0.07
O: -2.22653 -0.18877 -1.31423  -0.77
H: -4.22504 -0.01780 0.38811  0.20
H: -4.69524 -1.37868 -0.54714  0.21
H: -5.50798 0.26592 -0.76968  0.22
H: -3.65213 1.04171 -2.10445  0.18
H: -3.80098 -0.57558 -2.58116  0.16
H: -2.12321 -1.13476 -1.07304  0.51
C: -1.80826 4.17516 -0.59212  -0.64
C: -2.47861 3.85428 0.73141  -0.06
O: -1.52601 3.39730 1.68110  -0.74
H: -2.49587 4.64365 -1.29046  0.22
H: -1.37319 3.27859 -1.04337  0.23
H: -0.95883 4.84296 -0.42178  0.22
H: -3.29068 3.15151 0.51443  0.16
H: -2.90699 4.79038 1.11097  0.16
H: -1.98059 3.29871 2.52205  0.48
C: 0.22520 0.37229 0.67588  -0.26
O: 0.73463 1.66043 1.10766  -0.79
H: 0.33014 0.41902 -0.40945  0.19
H: 0.94440 -0.37419 1.02461  0.16
H: -0.75963 0.13667 1.06605  0.18
H: -0.02808 2.23814 1.24850  0.51
C: 2.71343 2.99310 -1.79616  -0.25
O: 3.79193 3.43850 -0.98995  -0.75
H: 2.98830 2.04661 -2.29151  0.15
H: 1.81445 2.76933 -1.21455  0.18
H: 2.52891 3.70124 -2.60074  0.17
H: 3.96610 2.74009 -0.34516  0.49
C: 2.78500 -3.40715 3.02415  -0.25
O: 2.28737 -3.30470 4.35044  -0.72
H: 2.62853 -4.40743 2.62416  0.18
H: 2.25774 -2.73332 2.33493  0.16
H: 3.84708 -3.15248 2.98712  0.17
H: 2.67398 -2.51094 4.72898  0.47
C: -2.63080 -1.81964 2.94378  -0.26
O: -2.58911 -3.05928 2.26999  -0.74
H: -1.68175 -1.33729 3.19358  0.17
H: -3.22096 -1.11812 2.34618  0.18
H: -3.21619 -1.86152 3.87291  0.17
H: -2.40932 -3.74640 2.92022  0.48

Output
Multiplicity ... 1
Orbital gap ... 0.34463 Eh
SMILES ... CCO.CCO.CCO.CCO.CCO.CO.CO.CO.CO
ΔE to the lowest compared entry with this formula, charge and spin ... 43.8 kcal per mole
Strongest force on any atom ... 1.7 eV/Å


(3)
Here is a cluster of 10 separate species, C14H48N16O10 in total at a distorted geometry from OMol25. Energies are from wB97M-V/def2-TZVPD.

Each line ends with the Mulliken charge.
Positions of all 88 atoms, in Å:
C: 14.94933 4.30572 4.71729  0.34
O: 15.76666 4.70043 3.87900  -0.83
N: 14.83330 3.05171 5.02637  0.04
N: 14.12504 5.06851 5.32093  -0.30
H: 15.37245 2.39829 4.47640  -0.07
H: 14.18614 2.89547 5.78589  0.26
H: 13.55227 4.65216 6.04113  0.41
H: 14.20137 6.06381 5.16714  0.18
C: 11.40962 -1.99110 8.75359  0.17
O: 12.15352 -1.02287 8.72724  -0.21
N: 10.29114 -2.01352 8.12508  -0.16
N: 11.58821 -3.01957 9.50727  -0.35
H: 10.11206 -1.42973 7.32058  0.23
H: 9.71557 -2.81056 8.35651  0.16
H: 12.47669 -3.15988 9.96664  0.14
H: 10.88009 -3.73610 9.57977  0.16
C: 9.84723 4.55710 8.94743  -1.21
O: 10.60855 3.97352 9.70921  -0.24
N: 8.69889 4.99941 9.22652  -0.33
N: 10.11140 4.85051 7.70695  -0.36
H: 8.00860 5.19508 8.51566  0.63
H: 8.41640 4.93342 10.19396  0.32
H: 9.29759 4.83419 7.10899  0.19
H: 10.95582 4.57971 7.22351  0.17
C: 15.62421 -0.93453 10.13257  0.34
O: 16.63585 -0.89761 10.77738  -0.75
N: 14.63670 -1.75636 10.26291  -0.25
N: 15.29431 -0.02965 9.27072  0.10
H: 14.76968 -2.64620 10.72182  0.20
H: 13.76859 -1.60970 9.76797  0.13
H: 15.90329 0.69998 8.92882  0.16
H: 14.35486 -0.03652 8.89993  0.06
C: 8.86771 0.64135 5.91139  -1.17
O: 9.27843 -0.49256 6.15592  -0.27
N: 9.60977 1.67137 5.80468  0.54
N: 7.60080 0.86354 5.60597  -0.59
H: 10.61360 1.61205 5.89901  -0.16
H: 9.26278 2.60103 5.61647  0.31
H: 7.09544 -0.00906 5.54868  0.34
H: 7.18198 1.76237 5.41416  0.50
C: 16.82008 3.20216 8.52716  0.58
O: 16.85931 2.06986 8.05387  -0.84
N: 15.72555 3.92522 8.41187  -0.17
N: 17.76843 3.84413 9.17484  -0.46
H: 14.87329 3.52524 8.04614  0.05
H: 15.73011 4.88562 8.72445  0.15
H: 18.65730 3.38031 9.29688  0.27
H: 17.56516 4.60215 9.81060  0.16
C: 16.47285 -0.46721 5.37838  0.70
O: 15.64538 0.26980 4.91587  -0.64
N: 16.62952 -1.71338 5.17177  -0.28
N: 17.32195 -0.06831 6.27152  -0.39
H: 17.25984 -2.20899 5.78591  0.15
H: 16.12726 -2.10580 4.38829  0.06
H: 17.84724 -0.78930 6.74518  0.12
H: 17.22283 0.85475 6.66929  0.18
C: 12.88662 2.00640 7.55479  0.69
O: 13.19089 3.09798 7.11159  -1.05
N: 12.01785 1.85272 8.53217  0.37
N: 13.35883 0.88133 7.12833  0.72
H: 11.58588 2.63935 8.99555  -0.19
H: 11.93533 0.90267 8.86486  0.13
H: 14.00876 0.86698 6.35535  -0.70
H: 13.02757 -0.00238 7.48809  0.34
C: 14.16378 -2.42969 2.73806  -0.70
C: 13.09416 -1.32360 3.12312  0.17
C: 12.46596 -1.47943 4.57047  -0.86
O: 13.78079 -0.04222 2.97784  -0.59
H: 14.37779 -2.51648 1.67281  0.34
H: 13.98143 -3.44060 3.10264  0.33
H: 15.08251 -2.11109 3.23054  -0.19
H: 12.29265 -1.35443 2.38506  0.37
H: 11.88163 -2.39197 4.45242  0.49
H: 11.74042 -0.68825 4.75945  0.08
H: 13.20816 -1.70706 5.33561  0.22
H: 14.37628 -0.00775 3.73005  0.43
C: 12.03561 1.97273 13.80462  -1.70
C: 11.72655 2.14947 12.33163  0.82
C: 11.03593 0.95903 11.75478  -0.87
O: 10.80359 3.23251 12.24190  -0.60
H: 12.28631 2.86770 14.37408  0.38
H: 12.81261 1.22466 13.96200  0.39
H: 11.22541 1.55262 14.40059  0.38
H: 12.65104 2.47335 11.85357  0.11
H: 10.17276 0.55802 12.28603  0.41
H: 11.79047 0.19956 11.54994  0.17
H: 10.67944 1.11104 10.73600  0.11
H: 10.74282 3.45384 11.30974  0.54

Output
Multiplicity ... 2
Charge ... -1
Orbital gap (spin up / spin down) ... 0.08138 / 0.30097 Eh
Strongest force on any atom ... 6.7 eV/Å


For the records above, the corresponding electronic energy values read -1566.59445, -1238.04358, -2190.96639 hartree.